No. 1
Molecular formula: C38H44BFN12O4Ti
Method: DFT, the ωB97M-V functional and the def2-TZVPD basis

Last column: Mulliken charge in e.
Positions of all 101 atoms, in Å:
Ti 0.59654 0.34578 0.00672  0.04
C -2.61768 -1.21359 3.93554  -1.39
C -1.56264 -0.38437 3.28859  0.84
C -1.22624 0.92986 3.54793  -1.08
C -0.11986 1.20744 2.73557  -0.63
N 0.17763 0.11965 1.99568  1.06
N -0.71625 -0.84956 2.34662  0.03
B -0.69201 -2.31911 1.82843  -1.46
N -2.07522 -2.68058 1.19562  1.30
N -2.64173 -1.89128 0.26174  -0.33
C -3.81597 -2.43532 -0.04970  -0.23
C -4.01782 -3.60459 0.69327  -1.35
C -2.88947 -3.72254 1.47658  0.85
C -2.59683 -4.76672 2.50277  -1.41
C -4.74207 -1.81028 -1.01614  -0.22
C -5.50948 -0.71030 -0.64373  -0.10
C -6.35043 -0.09679 -1.56037  -0.72
C -6.43669 -0.58435 -2.85606  -0.38
C -5.69234 -1.69468 -3.22796  -0.65
C -4.85028 -2.30710 -2.31283  -0.15
N 0.44002 -2.50071 0.79443  -0.24
N 0.80239 -1.61672 -0.19268  2.18
C 1.65502 -2.28363 -1.01271  -0.20
C 1.84139 -3.58761 -0.51312  -1.17
C 1.07589 -3.68301 0.61774  0.37
C 0.94067 -4.85825 1.52575  -1.30
C 2.28379 -1.80960 -2.25923  0.50
C 2.49506 -2.75730 -3.26902  -0.87
C 3.10088 -2.41862 -4.46601  -0.90
C 3.51551 -1.11518 -4.69141  -0.70
C 3.33039 -0.16746 -3.69633  -0.84
C 2.73012 -0.50299 -2.49424  0.38
C 0.71156 2.42677 2.77596  0.43
C 0.25097 3.65419 2.30796  0.08
C 1.02641 4.79336 2.46570  -0.69
C 2.26368 4.72378 3.08735  -0.46
C 2.73294 3.50395 3.54990  -0.84
C 1.95970 2.36609 3.39583  -0.17
H -3.10467 -0.63362 4.71638  0.42
H -3.37131 -1.53880 3.21621  0.17
H -2.17669 -2.10613 4.38446  0.20
H -1.69376 1.58467 4.26396  0.51
H -0.51291 -3.06126 2.74952  -0.03
H -4.87429 -4.25719 0.67069  0.56
H -3.50313 -5.32968 2.71488  0.39
H -1.83356 -5.46523 2.15754  0.21
H -2.23821 -4.31093 3.42547  0.26
H -5.44818 -0.34656 0.37518  0.47
H -6.93588 0.76532 -1.26697  0.39
H -7.07639 -0.09363 -3.57807  0.40
H -5.76489 -2.08237 -4.23591  0.39
H -4.26290 -3.17247 -2.59426  0.46
H 2.48050 -4.35377 -0.91761  0.59
H 1.60539 -5.64999 1.18720  0.45
H 1.20206 -4.59302 2.55025  0.26
H -0.08153 -5.23590 1.52799  -0.05
H 2.15419 -3.77295 -3.11422  0.47
H 3.24285 -3.17334 -5.22888  0.38
H 3.99592 -0.84216 -5.62159  0.42
H 3.66908 0.84722 -3.86177  0.43
H 2.63959 0.24472 -1.72231  0.56
H -0.71548 3.72869 1.82281  0.32
H 0.66634 5.74708 2.09903  0.45
H 2.85858 5.61834 3.21784  0.41
H 3.70120 3.44248 4.02933  0.41
H 2.29722 1.41577 3.79246  0.49
N -0.05175 0.38594 -2.18823  -0.32
C -1.48162 0.67424 -2.37260  -0.80
C -1.89785 1.62939 -1.26443  -0.26
N -1.43184 1.04388 -0.00417  -0.19
H 0.48807 1.17691 -2.53184  -0.45
H 0.22443 -0.41934 -2.73671  0.36
H -2.03899 -0.25554 -2.27613  0.43
H -1.69545 1.10822 -3.35455  0.49
H -2.98177 1.77115 -1.28172  0.55
H -1.42047 2.59739 -1.40064  -0.25
H -1.91710 0.14348 0.13467  0.17
H -1.64962 1.66156 0.77098  0.27
F 2.04343 2.64275 -5.45390  -0.40
C 1.30948 3.20389 -4.48750  0.38
C 1.91358 3.63950 -3.36848  0.02
N 1.21314 4.22865 -2.34675  0.31
C 1.85428 4.41862 -1.05568  -1.80
C 2.07041 3.07232 -0.33175  0.76
O 3.10954 2.93406 0.30865  -0.73
O 1.14158 2.20688 -0.49696  0.96
C -0.14856 4.43518 -2.43810  0.25
O -0.81168 4.94297 -1.55463  -0.64
N -0.71532 4.00508 -3.61662  0.08
C -0.11596 3.31051 -4.67921  0.27
O -0.79080 2.87510 -5.58120  -0.63
H 2.98104 3.54186 -3.22862  0.37
H 1.18014 5.02446 -0.45668  0.34
H 2.81134 4.92461 -1.16496  0.29
H -1.70583 4.17973 -3.70819  0.25
N 3.98609 -0.45340 0.29520  -0.81
N 2.80459 0.13474 0.85514  -0.29
H 3.83347 -1.44443 0.16090  0.12
H 4.78443 -0.31988 0.90382  0.29
H 2.98200 1.14609 0.86258  0.31
H 2.67014 -0.15429 1.81954  0.32

Output
2S+1: 3
Relative energy (zero: lowest compared OMol25 entry of this formula, charge and spin), kcal per mole: 0.0
<S²>: 2.009
Gap between HOMO and LUMO (alpha / beta), eV: 5.418 / 8.833
Highest occupied orbital energy (alpha / beta), eV: -5.05 / -8.47
Lowest unoccupied orbital energy (alpha / beta), eV: 0.364 / 0.364
Calculated total energy, Ha: -3406.9202

=====

No. 2
Molecular formula: C38H44Cl11NO21
Method: DFT, the ωB97M-V functional and the def2-TZVPD basis

Last column: Mulliken charge in e.
Positions of all 115 atoms, in Å:
C -0.80734 0.19300 -2.61017  -1.73
C -0.44689 0.60170 -1.16690  1.45
C -1.73834 0.67688 -0.35485  -1.16
C -1.56823 0.42509 1.18218  -0.75
C -0.83235 -0.87475 1.45943  -1.14
C 0.63730 -0.77102 0.96292  1.22
N 0.55161 -0.42681 -0.55557  0.65
O 1.80241 -0.54041 -1.16950  -0.24
C 1.28260 -2.13020 1.11222  -1.74
C 1.46786 0.27445 1.75728  -1.39
C 0.23048 1.94118 -1.13332  -1.61
H 0.03707 0.13283 -3.29677  0.43
H -1.56277 0.84673 -3.04616  0.39
H -1.17770 -0.82311 -2.74603  0.45
H -2.28454 -0.21990 -0.64736  0.41
H -2.38973 1.47710 -0.70622  0.55
H -2.60235 0.31633 1.50906  0.43
H -1.12106 1.22457 1.77291  0.36
H -1.39532 -1.68569 0.99733  0.39
H -0.88908 -1.04436 2.53465  0.47
H 2.33526 -1.97175 0.87797  0.43
H 0.87668 -2.82016 0.37243  0.46
H 1.12144 -2.61392 2.07562  0.39
H 2.53495 0.12662 1.59130  0.39
H 1.25186 0.11232 2.81329  0.37
H 1.20997 1.27808 1.41919  0.33
H -0.32546 2.74112 -1.62235  0.40
H 1.21137 1.82393 -1.59397  0.50
H 0.56423 2.37323 -0.18990  0.30
Cl -6.92226 4.15414 6.39464  1.58
O -8.06300 4.35199 7.26591  -0.62
O -5.92563 3.30117 6.97421  -0.64
O -7.33294 3.49837 5.19092  -0.66
O -6.26410 5.37823 5.92379  -0.65
C 1.35702 -0.86915 12.98451  -0.65
C 2.48638 -1.58073 12.95762  0.35
C 3.11372 -2.00050 11.67605  0.89
O 4.24205 -2.53532 11.66156  -0.64
C 2.27154 -1.81195 10.48814  -0.90
C 1.12683 -1.07181 10.57615  0.54
C 0.57688 -0.43192 11.84989  0.59
O -0.46995 0.20919 11.89492  -0.59
O 0.33817 -0.87611 9.48614  -0.54
O 3.14097 -2.01296 14.09317  -0.53
H 1.16476 -0.57955 14.00704  0.39
H 2.54043 -2.28805 9.55679  0.40
H -0.24921 -0.17142 9.76896  0.34
H 3.89205 -2.48854 13.73080  0.35
C 6.21137 4.31433 8.56972  -0.69
C 5.27830 4.64649 7.68941  0.55
C 5.64557 5.35021 6.39152  0.39
O 4.97037 5.37618 5.38702  -0.55
C 7.04480 5.79325 6.36380  -0.77
C 7.91151 5.50713 7.32375  0.50
C 7.62590 4.67518 8.47783  0.73
O 8.52451 4.20687 9.25916  -0.64
O 9.16861 5.88728 7.25063  -0.53
O 3.97613 4.30327 7.83346  -0.48
H 5.91664 3.73716 9.43368  0.41
H 7.41400 6.47236 5.60955  0.41
H 9.59709 5.61267 8.06464  0.34
H 3.49289 4.94285 7.30525  0.33
C -5.45920 5.44777 -7.90058  -0.94
C -6.41322 5.41549 -6.92943  0.67
C -7.90715 5.20795 -7.21160  0.69
O -8.78873 5.31761 -6.33402  -0.61
C -8.15325 4.98861 -8.63722  -0.75
C -7.20752 4.95917 -9.60666  0.48
C -5.69403 5.18874 -9.30962  0.65
O -4.82668 5.20510 -10.16964  -0.60
O -7.46881 4.63503 -10.87191  -0.51
O -6.12727 5.59850 -5.60809  -0.53
H -4.43440 5.64886 -7.62532  0.39
H -9.10263 4.66890 -9.04080  0.38
H -6.80366 4.83950 -11.53325  0.35
H -6.89083 5.42046 -5.05413  0.34
C 0.84764 1.19623 -12.27483  -0.78
C 1.28358 1.39836 -13.48013  0.48
C 0.54956 1.03993 -14.74028  0.65
O 1.01068 1.13887 -15.87099  -0.59
C -0.71874 0.40289 -14.44797  -0.68
C -1.18615 0.26986 -13.18661  0.44
C -0.45648 0.63929 -11.95550  0.69
O -0.86123 0.34218 -10.82149  -0.63
O -2.32151 -0.45690 -12.96124  -0.53
O 2.53664 1.86049 -13.71658  -0.54
H 1.52788 1.43211 -11.46982  0.39
H -1.40087 -0.00314 -15.18026  0.41
H -2.47863 -0.55398 -12.01917  0.35
H 2.74910 1.68154 -14.63552  0.34
C -10.05310 -1.69547 -1.88762  -0.23
Cl -9.98659 -3.20455 -1.02373  -0.15
Cl -8.61280 -1.37762 -2.87825  -0.15
H -10.96157 -1.86396 -2.46588  0.26
H -10.10504 -0.97015 -1.07563  0.27
C 9.19142 -6.15397 -0.98811  -0.22
Cl 7.81157 -5.26494 -1.46245  -0.13
Cl 10.66765 -5.40511 -1.50749  -0.14
H 9.24386 -6.34009 0.08460  0.27
H 9.09131 -7.08348 -1.54856  0.23
C 1.38266 -7.54328 -4.31580  -0.24
Cl 1.64105 -5.84431 -4.67250  -0.14
Cl 1.50558 -7.93871 -2.60733  -0.14
H 0.44535 -7.89535 -4.74662  0.28
H 2.15541 -8.13138 -4.81087  0.25
C 5.95881 -8.88098 6.44296  -0.24
Cl 4.40173 -8.01991 6.37170  -0.14
Cl 6.73530 -9.13066 4.84322  -0.15
H 6.67542 -8.29916 7.02267  0.26
H 5.86274 -9.86178 6.90868  0.27
C -4.26654 -7.22092 0.80351  -0.23
Cl -3.89266 -6.26366 -0.66601  -0.15
Cl -3.00168 -6.99360 2.08403  -0.15
H -5.24790 -6.93191 1.17969  0.28
H -4.22108 -8.25732 0.46896  0.25

Output
Gap between HOMO and LUMO, eV: 0.556
Highest occupied orbital energy, eV: -6.63
Lowest unoccupied orbital energy, eV: -6.075
Calculated total energy, Ha: -8170.6132

=====

No. 3
Molecular formula: C38H44N
Method: DFT, the ωB97M-V functional and the def2-TZVPD basis

Last column: Mulliken charge in e.
Positions of all 83 atoms, in Å:
C -0.03232 6.10996 1.48783  -1.12
C 0.65097 4.99636 0.68857  -0.16
N 0.84185 3.72981 1.51806  -0.16
H -0.93042 6.43481 0.97758  0.37
H 0.66436 6.93037 1.61379  0.33
H -0.32222 5.79657 2.48919  0.30
H 1.63548 5.28194 0.34096  0.48
H 0.07584 4.74375 -0.19329  0.14
H 0.32968 2.96741 1.06738  -0.03
H 1.83552 3.51177 1.58384  0.39
H 0.47830 3.80324 2.47020  0.41
C -5.90721 4.34708 2.81039  -0.55
C -5.53754 3.40661 1.85856  -0.51
C -4.21276 3.30729 1.45895  -0.53
C -3.26097 4.14954 2.01713  0.40
C -3.62835 5.09020 2.96961  -0.42
C -4.95385 5.18943 3.36545  -0.49
H -6.94098 4.42531 3.11910  0.38
H -6.28151 2.75096 1.42572  0.48
H -3.92619 2.57715 0.71201  0.45
H -2.22329 4.07311 1.70400  0.13
H -2.88520 5.74757 3.40482  0.29
H -5.24422 5.92384 4.10463  0.38
C -0.28015 2.11204 -2.01163  -0.45
C -0.33761 2.54007 -3.33109  -0.64
C 0.71720 2.26866 -4.19144  -0.58
C 1.82600 1.56543 -3.73717  -0.45
C 1.88498 1.13652 -2.41903  -0.71
C 0.83236 1.41279 -1.55788  -0.11
H -1.10988 2.31456 -1.34151  0.71
H -1.20558 3.07746 -3.68995  0.40
H 0.67415 2.60213 -5.21973  0.40
H 2.64323 1.35015 -4.41285  0.67
H 2.74712 0.58563 -2.06490  0.42
H 0.87714 1.06807 -0.52864  0.33
C -6.31461 -1.31116 1.16343  -0.46
C -5.94065 -2.24341 0.20468  -0.40
C -4.61478 -2.33710 -0.19493  -0.50
C -3.66137 -1.50245 0.37115  -0.38
C -4.03441 -0.57219 1.33142  -0.20
C -5.36139 -0.47350 1.72512  -0.55
H -7.34912 -1.23723 1.47197  0.37
H -6.68384 -2.89753 -0.23168  0.37
H -4.32456 -3.06054 -0.94536  0.38
H -2.62528 -1.57711 0.06278  0.40
H -3.28942 0.07916 1.77490  0.51
H -5.65159 0.25599 2.47096  0.48
C 1.69305 -0.01293 2.19664  -0.13
C 0.31655 -0.16065 2.10780  0.28
C -0.30289 -1.26540 2.67217  -0.35
C 0.45622 -2.21898 3.33447  -0.58
C 1.83444 -2.07085 3.42416  -0.49
C 2.45542 -0.96939 2.85221  -0.72
H 2.18195 0.84775 1.74912  0.19
H -0.28460 0.58529 1.59446  0.23
H -1.37692 -1.37964 2.59768  0.24
H -0.02550 -3.07985 3.77839  0.45
H 2.42511 -2.81722 3.93764  0.51
H 3.52994 -0.85772 2.91766  0.40
C 3.98220 -2.62629 -7.56168  -0.44
C 2.87536 -1.79007 -7.51849  -0.37
C 2.46696 -1.24219 -6.31057  -0.43
C 3.17029 -1.52584 -5.14817  -0.08
C 4.27826 -2.36076 -5.19099  -0.52
C 4.68259 -2.91321 -6.39805  -0.33
H 4.29892 -3.05574 -8.50299  0.36
H 2.33011 -1.56685 -8.42624  0.37
H 1.59865 -0.59544 -6.27469  0.36
H 2.85141 -1.09881 -4.20589  0.35
H 4.82638 -2.58175 -4.28406  0.36
H 5.54369 -3.56762 -6.43235  0.37
C 2.41809 -5.55119 1.91349  -0.41
C 2.63991 -6.88457 2.22794  -0.42
C 3.93426 -7.34419 2.42853  -0.39
C 5.00663 -6.46963 2.32077  -0.38
C 4.78502 -5.13547 2.00862  -0.43
C 3.49098 -4.67750 1.80237  -0.32
H 1.40869 -5.19236 1.75368  0.39
H 1.80408 -7.56643 2.31566  0.36
H 4.10747 -8.38494 2.66865  0.37
H 6.01510 -6.82825 2.48010  0.37
H 5.62163 -4.45327 1.92586  0.36
H 3.31759 -3.63855 1.55302  0.50

Output
Charge: +1
Gap between HOMO and LUMO, eV: 7.630
Highest occupied orbital energy, eV: -10.86
Lowest unoccupied orbital energy, eV: -3.234
Calculated total energy, Ha: -1528.8836

=====

> The highest calculated total energy belongs to which entry?

C38H44N

=====

> Among the records above, which one has the lowest calculated total energy?

C38H44Cl11NO21

=====

> Which formula does entry 2 have?

C38H44Cl11NO21

=====

> Which value of calculated total energy does entry 3 give?

-1528.8836 Ha